Here is a 11-piece molecular cluster, C43H67NO21 overall from the OMol25 dataset. Energies are from the ωB97M-V functional and the def2-TZVPD basis.

```
! RIJCOSX wB97M-V def2-TZVPD def2/J DEFGRID3
* xyz 0 1
H 1.879 -2.570 3.588
H -3.149 2.357 -4.525
O -0.809 -3.389 -4.537
O -1.580 6.007 -2.642
C -0.772 -2.166 -4.687
C 4.316 -6.025 1.600
C 3.069 -1.322 2.365
H 1.001 -1.702 -5.848
C 0.410 -1.284 -5.066
H 5.201 -1.624 -2.714
H -1.849 -3.023 4.572
H -6.082 1.089 -2.561
C 1.579 5.110 2.948
H 0.843 2.772 -4.080
C -0.280 0.070 -5.501
C 2.365 3.793 2.870
H 0.324 1.023 2.621
H -0.404 0.138 -6.543
H -4.756 3.085 -4.912
O -0.824 -0.989 4.377
C -3.447 2.730 -1.848
C -0.761 5.151 -2.695
O 2.978 0.008 2.823
H 1.693 -4.308 0.840
H 2.178 -6.778 1.641
H 2.635 -1.404 5.610
H -4.663 4.025 -2.626
C 2.799 -5.871 1.734
H 5.526 -2.248 -1.087
C 4.852 0.400 -0.055
C 1.413 5.577 1.565
C 5.811 -0.037 -1.140
N -4.066 3.289 -2.879
C -1.665 -0.015 -4.830
C 3.717 -1.144 -1.294
O -4.327 -0.721 -0.934
H 4.298 -1.432 5.210
C -0.087 -0.517 -1.515
C 3.324 -1.371 4.757
H -2.032 -4.791 4.553
H 2.023 4.637 -3.143
H 0.935 -0.580 -1.970
H 2.419 -5.482 -0.396
H -1.620 -1.660 -0.696
O -0.458 -4.179 2.526
H -3.782 -0.994 -2.919
C 0.201 -1.829 0.460
O -0.669 4.108 -3.628
O -1.961 -1.447 -4.621
H 2.637 -5.473 2.766
H 2.189 5.848 3.488
C 2.950 -2.279 3.607
C -5.268 0.186 -0.782
H 5.184 -0.035 0.916
C -2.305 -3.866 4.025
H -3.654 -1.735 2.490
H -4.591 1.547 -4.061
C -6.317 0.183 -1.939
H -1.027 2.720 2.100
H 0.355 0.827 -5.092
C -3.599 -2.814 2.340
O 0.168 1.545 -0.097
C -1.454 2.208 2.939
C -1.556 -3.775 2.739
C -3.430 3.505 -0.584
H -0.489 -2.800 -1.419
C 0.467 5.066 -1.773
H -2.510 1.144 1.313
H 0.088 1.587 4.347
H -4.229 -2.961 4.480
H -4.405 3.765 -0.117
H -5.935 -0.964 -3.745
O 2.202 4.845 0.737
C -3.711 -3.545 3.699
H -4.270 -3.100 1.521
O 3.762 -4.131 0.341
C 3.183 0.024 4.173
H 4.018 4.516 1.727
O 3.602 -0.111 -0.415
C 0.372 3.170 -3.204
O 5.858 -4.208 1.077
H -1.796 0.421 -3.830
H -0.236 -2.331 1.281
H 5.880 0.706 -1.973
H -2.901 2.897 0.137
H 1.186 -2.206 0.151
H -7.325 0.171 -1.539
O -2.274 -3.126 1.778
C 0.143 0.350 -0.220
H 3.534 -3.232 3.510
H 4.706 1.497 0.078
C -0.549 -1.837 -0.887
C -1.107 -0.084 3.637
O -5.201 0.987 0.126
H 0.954 6.021 -1.643
H 4.810 -6.165 2.530
O 0.259 -0.464 0.888
H -4.308 -4.433 3.591
C -2.521 1.284 2.378
C -4.145 2.547 -4.154
C 3.056 3.990 1.542
O -2.815 1.691 -1.998
H -2.847 4.423 -0.797
C 5.164 -1.358 -1.656
H 0.586 5.069 3.404
H -2.570 0.248 -5.371
C 1.381 4.054 -2.477
H 4.007 -1.567 1.839
H 0.219 4.737 -0.772
C -0.356 1.205 3.451
C -4.484 -1.397 -2.184
H 1.683 3.004 2.817
H 6.806 -0.320 -0.769
H 2.978 3.497 3.715
H -0.760 -0.018 -2.207
H -6.606 -1.888 -2.448
O 3.116 1.083 4.705
O -2.257 0.005 2.964
C 2.553 -4.929 0.582
H 2.046 3.486 -1.772
H -3.520 1.548 2.769
C -5.925 -1.085 -2.665
H 2.286 -1.535 1.700
H 4.752 -6.776 0.955
C 4.800 -4.706 1.042
H -0.012 2.382 -2.557
H -4.334 -2.530 -2.030
H -1.691 2.807 3.789
O 2.820 -1.758 -1.742
H 3.162 3.054 0.992
O 0.649 6.412 1.133
H 0.973 -1.190 -4.157
*
```

Results
F_max, Eh/bohr: 0.063
LUMO, eV: 0.53
Structure (SMILES): O=C1CCCO1.O=C1CCCO1.O=C1CCCO1.O=C1CCCO1.O=C1CCCO1.O=C1CCCO1.O=C1CCCO1.O=C1CCCO1.O=C1CCCO1.O=C1CCCO1.CNC(C)=O
Frontier orbital gap, eV: 10.20